Record 1
The following is a DFT calculation (ωB97M-V with the def2-TZVPD basis set) of a 2-piece molecular cluster, C10H18N overall in a non-equilibrium geometry.

```
29
C10H18N (ωB97M-V with the def2-TZVPD basis set)
C 1.97 0.27 -1.45
C 1.25 0.56 -0.53
C -1.08 -1.34 -1.08
C -0.97 -0.86 0.14
C -0.96 -0.60 -2.32
C -1.32 -2.85 -1.30
C -0.88 -1.38 1.44
C -0.45 2.44 -0.15
C 2.09 1.64 2.18
C 0.26 1.13 0.31
N 0.70 1.09 1.83
H 2.75 0.24 -2.10
H 0.06 -0.83 -2.69
H -0.87 0.51 -2.27
H -1.65 -0.96 -3.05
H -2.39 -3.09 -1.19
H -0.99 -2.95 -2.33
H -0.74 -3.52 -0.60
H 0.06 -1.92 1.80
H -1.29 -0.68 2.14
H -1.73 -2.13 1.48
H -0.75 3.12 0.65
H 0.14 3.01 -0.95
H -1.23 2.20 -0.87
H 2.66 1.26 1.26
H 2.07 2.70 2.09
H 2.42 1.30 3.15
H 0.82 0.09 1.89
H 0.05 1.57 2.51
```

Calculated values
Net charge: +1
Electronic energy (Ha): -446.1049
Highest occupied orbital energy (alpha / beta) (eV): -12.0 / -12.0
ΔE to the lowest compared entry with this formula, charge and spin (kcal per mole): 152.4
Molecular weight (g/mol): 152.26

natural (NBO) population analysis, charges in e, atoms 1 to 6: -0.144 -0.153 -0.031 0.223 -0.645 -0.628

***

Record 2
The following is a DFT calculation (ωB97M-V with the def2-TZVPD basis set) of one molecule with the formula C10H18N2O3 in a non-equilibrium geometry.

```
33
C10H18N2O3 (ωB97M-V with the def2-TZVPD basis set)
C -1.93 -1.53 -1.63
C -1.55 -1.17 0.54
C 0.01 0.84 -0.90
C -2.04 -1.36 1.90
C 4.17 -0.77 0.35
C -2.16 2.78 1.09
C 2.77 -0.11 0.07
C 1.79 -0.82 -0.98
C -1.51 2.43 -0.25
C 0.29 -0.63 -0.84
N -0.55 -1.43 -1.86
N -0.15 -1.14 0.47
O -2.33 -1.25 -0.39
O 0.59 1.66 -1.58
O -1.17 1.05 -0.32
H -2.61 -1.08 -2.41
H -1.74 -2.31 2.37
H -1.51 -0.68 2.48
H -3.05 -1.22 1.92
H 4.09 -1.90 0.38
H 4.39 -0.50 1.31
H 4.99 -0.50 -0.22
H -2.81 2.04 1.40
H -1.44 3.03 1.77
H -2.73 3.62 0.97
H 2.29 -0.33 0.97
H 3.00 1.03 -0.12
H 1.95 -0.56 -2.01
H 2.04 -1.82 -0.84
H -0.66 3.04 -0.54
H -2.30 2.72 -1.09
H -0.46 -1.12 -2.80
H 0.34 -2.01 0.78
```

Calculated values
Electronic energy (Ha): -726.8870
Highest occupied orbital energy (alpha / beta) (eV): -5.8 / -6.0
ΔE to the lowest compared entry with this formula, charge and spin (kcal per mole): 144.9
Molecular weight (g/mol): 214.26

natural (NBO) population analysis, charges in e, atoms 1 to 6: 0.031 0.491 0.767 -0.655 -0.590 -0.619

***

Record 3
The following is a DFT calculation (ωB97M-V with the def2-TZVPD basis set) of a 2-piece molecular cluster, C10H18N3O overall in a non-equilibrium geometry.

```
32
C10H18N3O (ωB97M-V with the def2-TZVPD basis set)
C 3.78 3.58 -1.08
C 0.21 1.35 -0.63
C 1.11 0.97 -1.60
C 0.40 2.45 0.27
C 2.30 1.68 -1.75
C 1.48 3.23 -0.11
C 2.53 2.78 -0.89
O -0.75 0.42 -0.28
H -1.69 0.65 -0.72
H 1.00 0.02 -2.19
H -0.12 2.65 1.22
H 3.05 1.32 -2.55
H 1.63 4.33 0.30
H 3.53 4.47 -0.68
H 4.09 3.61 -2.10
H 4.57 3.08 -0.65
C -2.99 -2.05 0.43
C -2.74 -1.12 -0.78
C -0.94 -2.92 1.66
N -2.03 -2.01 1.56
N 0.13 -3.16 0.73
N -0.86 -3.37 2.91
H -3.93 -1.58 0.90
H -3.36 -3.10 0.25
H -1.56 -1.04 -1.06
H -3.08 -0.12 -0.78
H -1.64 -1.05 1.51
H 0.02 -2.76 -0.21
H 0.67 -3.96 0.94
H -1.55 -3.03 3.61
H -0.01 -3.72 3.38
H -3.23 -1.58 -1.58
```

Calculated values
Net charge: +1
Electronic energy (Ha): -631.0109
Highest occupied orbital energy (eV): -11.1
ΔE to the lowest compared entry with this formula, charge and spin (kcal per mole): 101.3
Molecular weight (g/mol): 196.27

natural (NBO) population analysis, charges in e, atoms 1 to 6: -0.620 0.239 -0.262 -0.255 -0.184 -0.184

***

Record 4
The following is a DFT calculation (ωB97M-V with the def2-TZVPD basis set) of a 2-piece molecular cluster, C10H18N4O6P overall in a non-equilibrium geometry.

```
39
C10H18N4O6P (ωB97M-V with the def2-TZVPD basis set)
C -1.28 0.60 4.76
C -1.03 0.77 3.12
O -1.95 -0.11 2.35
C -1.14 2.33 2.61
O 0.11 2.64 1.90
N -0.07 2.78 0.56
C 0.49 1.83 -0.30
N 1.35 0.69 0.24
N 0.32 1.90 -1.83
P 1.64 3.04 -2.32
O 3.14 2.31 -1.69
O 1.50 4.55 -1.42
H -0.79 -0.46 5.03
H -2.42 0.65 5.02
H -0.62 1.40 5.31
H 0.10 0.42 2.95
H -2.06 0.41 1.47
H -2.11 2.54 1.95
H -1.17 3.02 3.58
H -0.62 3.57 0.11
H 2.18 1.05 0.77
H 0.80 -0.01 0.78
H 0.60 0.93 -2.17
H 3.20 2.74 -0.77
H 1.84 5.32 -1.97
C -1.07 -4.41 -0.98
C -1.18 -4.56 -2.37
C -0.51 -3.68 -3.22
C 0.28 -2.66 -2.68
C 0.38 -2.50 -1.29
C -0.30 -3.38 -0.45
N 1.01 -1.75 -3.57
O 0.87 -1.91 -4.79
O 1.72 -0.88 -3.05
H -1.59 -5.09 -0.32
H -1.79 -5.36 -2.78
H -0.60 -3.81 -4.30
H 0.98 -1.70 -0.86
H -0.22 -3.26 0.63
```

Calculated values
Net charge: +1
Electronic energy (Ha): -1403.1721
Highest occupied orbital energy (eV): -12.5
ΔE to the lowest compared entry with this formula, charge and spin (kcal per mole): 108.0
Molecular weight (g/mol): 321.25

natural (NBO) population analysis, charges in e, atoms 1 to 6: -0.650 0.075 -0.708 -0.148 -0.331 -0.225